Entry 1:
{
  "formula": "C20H31N6O",
  "method": "ωB97M-V/def2-TZVPD",
  "elements": ["C", "C", "C", "N", "C", "C", "N", "C", "C", "C", "C", "C", "C", "C", "O", "C", "C", "N", "N", "N", "N", "C", "C", "C", "C", "C", "C", "H", "H", "H", "H", "H", "H", "H", "H", "H", "H", "H", "H", "H", "H", "H", "H", "H", "H", "H", "H", "H", "H", "H", "H", "H", "H", "H", "H", "H", "H", "H"],
  "positions_angstrom": [[5.5820, 1.5605, 3.3757], [5.2151, 1.1487, 2.1773], [4.2837, -0.0071, 1.9410], [2.9927, 0.3507, 1.3586], [3.0618, 0.8380, -0.0102], [1.6225, 1.0329, -0.5241], [0.7106, 0.4031, 0.4558], [-0.6588, 0.0713, -0.0435], [-0.5213, -0.8782, -1.2165], [-0.8727, -0.5364, -2.5133], [-0.7540, -1.4590, -3.5388], [-0.2744, -2.7272, -3.2657], [0.1145, -3.0765, -1.9826], [0.0073, -2.1531, -0.9527], [0.4029, -2.3648, 0.3414], [0.8882, -3.6458, 0.7037], [-1.4292, 1.3070, -0.3594], [-0.8557, 2.4873, -0.4949], [-1.8190, 3.3478, -0.7768], [-2.9363, 2.7705, -0.8192], [-2.7630, 1.4723, -0.5547], [-3.9503, 0.6124, -0.5743], [-5.0351, 1.3460, 0.2180], [-4.3741, 0.4569, -2.0367], [-3.6804, -0.7503, 0.0529], [0.7449, 1.1813, 1.7107], [2.2163, 1.2746, 2.1680], [6.2550, 2.3887, 3.5118], [5.2379, 1.0743, 4.2742], [5.5845, 1.6453, 1.2905], [4.7523, -0.7246, 1.2608], [4.0777, -0.5152, 2.8867], [3.6089, 1.7871, -0.0962], [3.5870, 0.0883, -0.6066], [1.4842, 0.5575, -1.4955], [1.3454, 2.0846, -0.6102], [1.1490, -0.5079, 0.6871], [-1.1464, -0.4669, 0.7788], [-1.2356, 0.4575, -2.7266], [-1.0353, -1.1859, -4.5426], [-0.1889, -3.4540, -4.0575], [0.5018, -4.0644, -1.7971], [1.8035, -3.8897, 0.1596], [1.1046, -3.5845, 1.7684], [0.1365, -4.4181, 0.5303], [-5.9524, 0.7656, 0.2051], [-4.7292, 1.4863, 1.2527], [-5.2296, 2.3202, -0.2208], [-3.6354, -0.1109, -2.5990], [-5.3218, -0.0702, -2.0866], [-4.4985, 1.4346, -2.4958], [-2.9433, -1.3169, -0.5111], [-4.6082, -1.3159, 0.0439], [-3.3662, -0.6537, 1.0903], [0.1342, 0.6662, 2.4541], [0.3237, 2.1690, 1.5200], [2.5807, 2.3077, 2.0772], [2.3056, 0.9831, 3.2145]],
  "atomic_forces_ev_per_a": [[0.075, 0.080, 0.053], [-0.202, -0.156, -0.184], [0.106, -0.083, 0.097], [-0.018, -0.024, 0.009], [0.125, -0.154, 0.008], [0.604, 0.478, -0.568], [-0.146, -0.234, 0.010], [-0.363, -0.468, -0.227], [0.105, -0.167, 0.225], [0.069, -0.094, 0.145], [-0.007, -0.017, -0.073], [-0.046, 0.133, -0.011], [0.110, -0.109, 0.305], [-0.119, 0.197, -0.167], [-0.254, 0.334, -0.280], [0.167, -0.326, 0.167], [-0.475, 0.480, -0.009], [0.508, -0.819, 0.153], [0.238, 1.037, -0.170], [-1.233, -0.023, -0.214], [1.484, 0.051, 0.297], [-0.845, -0.349, -0.124], [0.041, -0.003, -0.076], [0.037, 0.019, 0.114], [0.117, 0.226, -0.058], [0.046, 0.447, 0.704], [0.054, 0.021, -0.013], [0.141, 0.178, -0.013], [-0.110, -0.158, 0.166], [0.133, 0.149, -0.066], [-0.035, -0.040, 0.071], [0.084, -0.027, -0.036], [-0.063, -0.047, -0.019], [-0.013, 0.064, -0.005], [-0.048, 0.042, 0.126], [0.043, -0.285, 0.052], [-0.149, 0.169, -0.001], [0.180, 0.118, -0.091], [-0.073, 0.122, -0.014], [-0.029, 0.023, -0.118], [0.017, -0.086, -0.081], [0.051, -0.113, 0.044], [-0.040, 0.018, 0.002], [0.005, -0.061, -0.081], [0.001, 0.049, -0.019], [-0.077, -0.115, -0.015], [0.033, 0.014, 0.099], [-0.069, 0.007, 0.023], [0.048, -0.047, -0.052], [-0.108, -0.083, -0.002], [-0.025, 0.053, -0.041], [0.044, -0.094, -0.027], [-0.064, -0.017, -0.014], [0.026, -0.013, 0.129], [-0.019, -0.061, -0.132], [0.008, -0.233, -0.014], [-0.036, -0.068, 0.041], [-0.034, 0.063, -0.021]],
  "nbo_charge": [-0.35, -0.23, -0.25, -0.46, -0.23, -0.26, -0.38, -0.08, -0.15, -0.18, -0.23, -0.14, -0.31, 0.38, -0.54, -0.25, 0.31, -0.34, -0.03, -0.04, -0.19, 0.13, -0.61, -0.62, -0.63, -0.24, -0.24, 0.21, 0.19, 0.20, 0.21, 0.21, 0.20, 0.21, 0.24, 0.27, 0.50, 0.26, 0.23, 0.23, 0.23, 0.24, 0.19, 0.21, 0.19, 0.23, 0.22, 0.25, 0.21, 0.23, 0.24, 0.22, 0.25, 0.21, 0.22, 0.26, 0.20, 0.23],
  "orbital_gap_ev": 10.0,
  "lumo_energy_ev": -2.22,
  "total_charge": 1,
  "smiles": "C=CCN1CC[NH+]([C@H](c2ccccc2OC)c2nnnn2C(C)(C)C)CC1"
}

Entry 2:
{
  "formula": "C20H31NO12S",
  "method": "ωB97M-V/def2-TZVPD",
  "elements": ["C", "C", "C", "C", "C", "C", "C", "C", "S", "O", "O", "O", "C", "C", "C", "N", "H", "H", "H", "H", "H", "H", "H", "H", "H", "H", "H", "H", "H", "H", "H", "H", "H", "H", "H", "O", "C", "O", "C", "C", "O", "H", "H", "H", "H", "O", "C", "O", "C", "C", "O", "H", "H", "H", "H", "O", "C", "O", "C", "C", "O", "H", "H", "H", "H"],
  "positions_angstrom": [[-2.2279, 3.2891, -0.8780], [-1.5904, 2.7785, -1.7558], [-0.7456, 2.0922, -2.7363], [-0.7142, 0.5826, -2.4632], [0.1170, -0.1795, -3.4965], [-0.5309, -1.5331, -3.8806], [-1.5342, -1.2630, -4.9981], [-2.2496, -2.4902, -5.5921], [-1.3503, -3.9915, -5.2794], [-1.8347, -4.5320, -4.0473], [-1.4438, -4.8326, -6.4369], [0.1700, -3.5415, -5.2188], [0.5684, -2.5446, -4.2239], [1.1669, -3.2174, -2.9716], [1.8091, -4.5866, -3.2429], [0.8604, -5.6997, -3.1889], [-2.7735, 3.7342, -0.0826], [0.2551, 2.5211, -2.6761], [-1.1527, 2.2891, -3.7299], [-1.7474, 0.2317, -2.4818], [-0.3287, 0.4417, -1.4547], [0.1339, 0.4260, -4.4088], [1.1493, -0.3018, -3.1806], [-1.0291, -1.8771, -2.9714], [-1.0537, -0.7076, -5.8026], [-2.3040, -0.6136, -4.5774], [-3.2222, -2.6483, -5.1401], [-2.2916, -2.4037, -6.6727], [1.3864, -1.9850, -4.6781], [0.4346, -3.2943, -2.1719], [1.9813, -2.5729, -2.6515], [2.3342, -4.5596, -4.1975], [2.5488, -4.7440, -2.4545], [0.8479, -6.2403, -4.0411], [1.0444, -6.3101, -2.4081], [1.8509, -0.9350, -1.0126], [1.5892, -1.2827, 0.0966], [2.0457, -0.6821, 1.2106], [1.3143, -1.1992, 2.3317], [0.8605, -2.5507, 1.8163], [0.7763, -2.3179, 0.4028], [1.9539, -1.2597, 3.2062], [0.4874, -0.5312, 2.5442], [1.5898, -3.3412, 2.0008], [-0.1059, -2.8598, 2.2045], [0.7265, 1.1207, 4.0826], [0.5053, 2.1835, 3.5921], [-0.3884, 3.0799, 4.0689], [-0.2079, 4.3114, 3.3530], [0.4309, 3.8391, 2.0610], [1.1100, 2.6494, 2.4830], [-1.1636, 4.8073, 3.2088], [0.4500, 4.9604, 3.9333], [-0.3023, 3.5711, 1.2987], [1.1378, 4.5492, 1.6419], [-1.1765, 5.8506, 9.8190], [-0.7164, 5.0379, 9.0888], [0.5144, 5.1180, 8.5208], [0.8049, 3.8637, 7.8988], [-0.5792, 3.3013, 7.6506], [-1.3443, 3.9009, 8.7001], [1.3793, 4.0146, 6.9884], [1.3868, 3.2531, 8.5912], [-0.9913, 3.6131, 6.6902], [-0.6214, 2.2178, 7.7196]],
  "atomic_forces_ev_per_a": [[0.005, 0.015, 0.079], [0.248, -0.002, 0.169], [-0.368, 0.073, 0.217], [0.125, 0.260, -0.129], [-0.362, 0.047, -0.352], [0.483, 0.276, 0.346], [-0.398, -0.165, 0.185], [0.912, 0.302, 0.178], [-0.778, -1.099, -0.485], [0.369, 0.512, 0.334], [0.330, 0.265, 0.000], [-0.481, 0.404, 0.058], [0.125, -0.045, 0.746], [0.248, -0.198, -0.758], [-0.262, -0.089, 0.476], [0.059, 0.139, -0.183], [-0.129, 0.037, -0.073], [0.086, -0.026, -0.149], [0.150, -0.018, -0.106], [-0.027, -0.080, 0.076], [-0.021, -0.228, 0.028], [0.196, 0.000, -0.056], [-0.023, -0.023, 0.212], [-0.289, -0.287, -0.194], [0.147, -0.038, -0.013], [0.034, 0.188, -0.119], [-0.121, -0.121, -0.147], [-0.305, -0.063, -0.055], [-0.073, -0.255, -0.596], [-0.036, -0.074, 0.052], [-0.168, 0.191, 0.248], [0.090, -0.041, -0.016], [0.211, 0.112, -0.122], [-0.067, -0.032, 0.048], [0.021, -0.078, -0.081], [0.079, 0.072, 0.141], [-0.035, 0.138, 0.038], [0.024, -0.044, 0.025], [-0.042, -0.274, 0.051], [0.021, -0.021, 0.117], [0.035, -0.032, -0.004], [0.105, 0.103, -0.068], [-0.057, -0.006, 0.000], [0.031, 0.022, -0.046], [-0.067, 0.031, -0.149], [-0.071, 0.192, 0.198], [0.073, -0.087, -0.061], [0.049, 0.078, 0.002], [-0.021, 0.138, -0.074], [-0.095, 0.133, -0.093], [-0.021, 0.014, 0.025], [-0.074, -0.128, 0.068], [0.026, -0.021, -0.004], [-0.011, -0.021, 0.014], [0.127, -0.100, 0.048], [0.001, 0.009, 0.002], [-0.034, 0.017, 0.017], [-0.022, -0.032, -0.019], [0.065, -0.100, -0.050], [0.006, -0.140, -0.143], [0.091, 0.037, 0.001], [-0.013, 0.147, 0.019], [-0.025, -0.007, 0.017], [0.021, 0.010, -0.005], [-0.093, 0.014, 0.116]],
  "nbo_charge": [-0.28, 0.02, -0.48, -0.38, -0.38, -0.26, -0.40, -0.68, 2.39, -0.93, -0.94, -0.72, 0.12, -0.44, -0.21, -0.85, 0.23, 0.23, 0.23, 0.20, 0.22, 0.19, 0.24, 0.22, 0.21, 0.22, 0.25, 0.25, 0.19, 0.22, 0.23, 0.19, 0.18, 0.37, 0.36, -0.61, 0.98, -0.48, -0.10, -0.10, -0.49, 0.21, 0.20, 0.18, 0.21, -0.60, 0.97, -0.50, -0.10, -0.10, -0.48, 0.21, 0.19, 0.20, 0.21, -0.56, 0.96, -0.49, -0.10, -0.10, -0.49, 0.20, 0.19, 0.19, 0.21],
  "orbital_gap_ev": 8.8,
  "lumo_energy_ev": 0.13,
  "smiles": "C#CCCC[C@H]1CCS(=O)(=O)O[C@@H]1CCN.O=C1OCCO1.O=C1OCCO1.O=C1OCCO1"
}